[1]
116
Properties=species:S:1:pos:R:3:forces:R:3 method="wB97M-V/def2-TZVPD" relative_energy_kcal_mol=0.00 homo_lumo_gap_ev=9.13 e_homo_ev=-8.7 charge=0 lumo_ev=0.4
C -3.895 2.283 1.428 -2.425 0.906 -0.520
C -4.457 3.614 2.070 1.778 -2.847 0.544
O -3.330 4.037 2.907 -1.147 2.465 0.996
S -3.737 5.176 4.120 0.768 -1.412 -1.161
C -4.604 6.411 3.015 0.225 0.010 1.910
O -4.615 4.488 5.055 0.538 1.235 -1.433
O -2.488 5.717 4.630 -1.503 -0.522 -0.995
H -3.038 2.395 0.763 0.224 0.132 0.564
H -4.731 2.063 0.764 -0.045 -0.339 -0.564
H -3.913 1.403 2.070 0.694 0.431 0.406
H -4.838 4.253 1.274 0.777 0.581 0.144
H -5.295 3.363 2.720 -0.030 -0.022 0.065
H -5.320 5.931 2.348 0.273 0.109 0.235
H -3.904 7.104 2.547 0.298 -0.663 -0.212
H -5.106 7.027 3.761 -0.419 -0.070 -0.065
C 8.130 -4.824 -3.274 -0.086 -1.051 -1.109
C 6.881 -4.051 -2.937 2.621 1.205 0.406
O 6.049 -4.873 -2.150 -1.222 0.507 1.672
S 4.967 -4.031 -1.243 -5.291 0.156 -1.554
C 3.716 -3.622 -2.638 1.264 -0.847 0.836
O 4.201 -4.909 -0.340 2.698 0.952 -1.341
O 5.380 -2.717 -0.812 1.118 -1.257 0.185
H 7.785 -5.641 -3.908 0.391 -0.319 -0.109
H 8.715 -5.265 -2.467 -0.448 0.272 0.356
H 8.823 -4.235 -3.874 -0.172 0.217 -0.016
H 7.257 -3.210 -2.355 -0.606 0.267 0.225
H 6.466 -3.639 -3.858 -0.688 -0.365 0.103
H 2.723 -3.426 -2.234 0.378 0.313 0.383
H 3.611 -4.501 -3.273 0.266 0.027 -0.012
H 4.151 -2.781 -3.178 -0.262 -0.046 0.023
F -3.771 -1.190 -2.083 -0.399 -1.955 0.344
C -3.822 -2.550 -1.755 0.569 -0.674 -1.958
C -3.707 -2.957 -0.467 -0.110 -0.051 1.669
C -3.618 -4.317 -0.156 0.499 -0.456 -0.664
C -3.571 -5.273 -1.149 -0.375 -0.251 -0.428
C -3.724 -4.923 -2.494 -0.211 1.487 0.798
C -3.851 -3.556 -2.778 -0.184 0.945 0.250
H -3.682 -2.260 0.357 -0.020 0.235 -0.136
H -3.458 -4.726 0.831 -0.202 0.640 0.378
H -3.479 -6.310 -0.864 0.077 -0.104 -0.044
H -3.790 -5.669 -3.272 0.106 0.088 -0.080
H -4.021 -3.227 -3.792 0.146 0.048 -0.150
F 1.307 -1.920 -3.930 0.664 -0.121 0.211
C 1.278 -0.695 -4.485 0.247 0.175 -0.144
C 2.152 0.305 -4.094 -1.456 1.537 0.718
C 1.809 1.684 -4.424 0.909 -1.988 -0.857
C 0.928 1.906 -5.484 -0.962 -1.683 0.881
C 0.219 0.790 -5.991 0.401 -0.188 0.359
C 0.333 -0.515 -5.451 -0.417 1.993 -1.453
H 2.861 0.005 -3.336 0.235 0.448 0.134
H 2.317 2.514 -3.956 0.208 -0.082 0.087
H 0.559 2.867 -5.811 0.536 0.260 0.046
H -0.448 1.014 -6.810 -0.257 -0.357 -0.030
H -0.257 -1.341 -5.821 -0.091 0.018 0.084
F 1.489 -2.862 0.589 -0.060 -0.901 0.374
C 0.673 -1.879 0.211 -0.491 0.264 -0.664
C 1.275 -0.918 -0.578 0.835 0.669 1.058
C 0.628 0.269 -0.852 -0.294 -1.148 -0.584
C -0.704 0.328 -0.541 -1.311 0.007 1.130
C -1.372 -0.676 0.231 1.637 0.204 -0.585
C -0.673 -1.853 0.594 0.528 1.424 -0.467
H 2.349 -0.953 -0.695 0.139 -0.417 -0.230
H 1.133 1.075 -1.363 -0.046 -0.032 -0.021
H -1.193 1.247 -0.828 -0.539 -0.007 0.306
H -2.352 -0.462 0.630 -0.186 -0.176 -0.292
H -1.084 -2.650 1.196 -0.079 0.072 0.056
F 5.683 -3.579 6.329 -0.415 -0.253 -1.016
C 4.704 -3.835 5.394 -0.169 0.109 -0.462
C 3.448 -4.148 5.910 1.692 1.075 0.317
C 2.370 -4.276 5.063 0.294 0.564 -0.161
C 2.572 -4.041 3.703 -0.097 -1.896 -0.184
C 3.866 -3.988 3.171 -0.317 0.778 0.416
C 4.949 -3.780 4.008 0.158 -0.760 1.368
H 3.464 -4.063 6.986 -0.704 -0.551 0.210
H 1.413 -4.536 5.491 -0.216 0.170 -0.234
H 1.742 -4.255 3.046 -0.062 0.341 -0.238
H 4.057 -4.072 2.111 -0.269 0.155 -0.132
H 5.955 -3.763 3.614 0.081 0.292 0.075
F -1.652 4.415 -0.530 -1.381 0.032 -0.810
C -0.530 4.228 0.101 4.252 0.503 2.954
C -0.368 4.727 1.434 -0.459 -0.467 -1.773
C 0.851 4.620 2.096 1.229 -0.677 -0.304
C 2.013 4.032 1.496 -2.966 -0.464 -1.124
C 1.793 3.482 0.208 0.540 0.679 0.927
C 0.595 3.632 -0.494 -1.605 0.013 0.332
H -1.270 5.163 1.837 0.187 0.095 0.584
H 0.945 4.903 3.134 -0.253 0.342 0.062
H 2.919 3.814 2.044 -0.009 0.274 -0.004
H 2.616 2.930 -0.223 -0.028 -0.069 -0.326
H 0.370 3.188 -1.453 0.588 -0.084 -0.355
C -2.115 2.353 -3.430 -0.795 -0.820 2.063
C -2.863 1.468 -4.370 1.022 -1.397 -2.378
C -4.253 1.977 -4.410 -1.953 0.107 0.729
O -4.361 2.929 -3.329 0.044 -0.207 -0.347
C -3.293 2.599 -2.443 0.315 1.811 -0.175
H -1.785 3.306 -3.843 0.133 -0.187 0.038
H -1.353 1.761 -2.923 0.501 0.441 -0.243
H -2.789 0.402 -4.157 -0.167 0.056 0.906
H -2.471 1.428 -5.386 0.288 0.557 -0.169
H -5.015 1.227 -4.197 0.110 -0.496 -0.041
H -4.554 2.380 -5.376 0.176 0.684 0.179
H -3.557 1.809 -1.739 0.137 -0.783 -0.422
H -3.149 3.463 -1.794 0.048 0.113 -0.268
C -0.260 1.775 5.660 0.836 1.132 -0.883
C -1.340 1.870 4.639 -0.540 -0.776 -0.374
C -0.707 1.308 3.340 -0.437 0.388 0.293
O 0.597 0.738 3.620 -1.244 0.512 2.476
C 0.674 0.681 5.125 0.030 0.419 -0.577
H -0.697 1.770 6.658 0.571 -0.530 0.114
H 0.299 2.701 5.518 0.289 0.179 0.582
H -1.771 2.866 4.535 0.130 -0.121 -0.059
H -2.115 1.193 5.002 -0.460 0.007 -0.429
H -0.608 2.091 2.589 0.223 -0.082 -0.113
H -1.445 0.585 2.992 0.476 -0.492 -0.492
H 1.676 0.974 5.439 0.211 -0.538 -0.366
H 0.433 -0.316 5.493 -0.031 -0.125 -0.222

---

[2]
8
Properties=species:S:1:pos:R:3:forces:R:3 method="wB97M-V/def2-TZVPD" relative_energy_kcal_mol=122.90 homo_lumo_gap_ev="7.72 / 7.73" e_homo_ev="-16.1 / -16.1" charge=+1 lumo_ev="-8.4 / -8.3"
C -1.458 0.657 0.428 3.303 0.626 0.409
C 0.668 -0.512 -0.009 -5.030 -0.588 -3.174
N -2.444 0.223 -0.025 3.014 1.132 1.568
O -3.274 -0.453 -0.330 -4.535 -2.614 -1.983
H -0.861 1.466 0.775 -0.507 0.676 0.176
H 0.424 -1.329 0.647 0.430 -0.167 0.346
H 0.079 -0.503 -1.035 1.911 -0.394 1.993
H 1.334 0.265 0.139 1.413 1.328 0.664

---

[3]
43
Properties=species:S:1:pos:R:3:forces:R:3 method="wB97M-V/def2-TZVPD" homo_lumo_gap_ev=6.12 e_homo_ev=-12.5 charge=+1 lumo_ev=-6.4
C 4.799 1.111 3.933 -0.471 -0.467 0.369
C 3.928 0.164 3.147 0.130 -0.251 -0.900
C 3.335 0.413 1.911 0.633 0.428 -0.544
C 2.436 -0.497 1.278 -0.595 -0.331 0.543
C 1.595 -0.218 0.099 0.316 -0.500 -1.856
H 4.998 0.663 4.918 -0.055 0.242 -0.338
H 5.781 1.319 3.479 -0.441 -0.106 -0.235
H 4.278 2.066 4.095 0.194 -0.178 -0.203
H 3.786 -0.828 3.605 -0.246 0.429 -0.235
H 3.663 1.321 1.342 -0.790 -0.545 0.754
H 2.472 -1.541 1.700 -0.523 1.093 -0.393
H 1.419 -1.142 -0.518 1.184 0.603 0.410
H 1.956 0.694 -0.421 0.809 -1.082 -0.072
F -1.308 1.146 -6.584 0.166 0.593 0.771
C -1.024 2.150 -5.716 -0.262 0.536 -0.984
F 0.111 2.758 -6.163 -0.739 -0.427 0.363
F -2.029 3.077 -5.840 0.861 -0.880 0.307
C -0.848 1.667 -4.290 0.191 0.085 -0.044
C -0.139 2.472 -3.402 -0.090 -0.574 0.501
C 0.090 2.032 -2.092 -0.200 -0.127 -0.303
C -0.329 0.757 -1.652 0.693 0.212 -0.175
C 0.022 0.325 -0.209 -0.920 2.339 2.005
C -1.028 -0.502 0.499 -0.897 -0.033 1.111
C -2.308 -0.923 0.038 0.113 0.145 -0.419
C -3.103 -1.804 0.781 0.548 0.347 0.591
C -2.701 -2.164 2.075 -0.375 -0.396 -0.717
C -3.496 -3.211 2.831 -0.598 -0.572 0.619
F -2.803 -3.666 3.908 -0.395 0.238 -0.659
F -4.698 -2.757 3.311 1.184 -0.251 -0.656
F -3.773 -4.292 2.041 0.221 0.949 0.568
C -1.549 -1.613 2.614 -0.047 0.002 0.214
C -0.767 -0.758 1.855 -0.095 -0.476 -0.334
C -1.081 -0.005 -2.571 -0.027 -0.601 0.361
C -1.346 0.443 -3.867 0.046 -0.064 0.126
H 0.252 3.418 -3.741 -0.026 0.151 0.089
H 0.560 2.731 -1.405 0.161 -0.224 -0.008
H 0.248 1.267 0.419 -1.414 -0.940 -1.101
H -2.762 -0.543 -0.891 0.615 -0.371 0.557
H -4.020 -2.211 0.357 0.183 0.244 0.121
H -1.245 -1.891 3.618 -0.108 0.200 -0.067
H 0.078 -0.276 2.338 0.171 -0.191 -0.081
H -1.530 -0.968 -2.279 0.706 0.533 -0.301
H -1.920 -0.186 -4.550 0.192 0.215 0.243

---

no.,F_max (eV Å⁻¹)
1,5.5
2,6.0
3,3.2